{"formula": "C26H21Cl2LiNOS2", "method": "ωB97M-V/def2-TZVPD", "e_lumo_ev": 2.10, "homo_ev": -3.742, "charge": -1, "spin_multiplicity": 1, "de_lowest_kj_mol": 0.00, "gap_ev": 5.842, "symbols": ["Li", "S", "C", "C", "C", "C", "C", "N", "H", "H", "H", "H", "O", "S", "C", "C", "C", "C", "C", "C", "C", "C", "C", "C", "C", "C", "H", "H", "H", "H", "H", "H", "H", "H", "H", "H", "Cl", "C", "Cl", "H", "H", "C", "C", "C", "C", "C", "C", "C", "C", "H", "H", "H", "H", "H"], "xyz": [[1.24073, -0.96520, 1.03698], [4.11480, -1.26345, 1.65658], [3.74197, -2.13771, 0.24693], [4.74539, -2.62887, -0.63728], [4.40643, -3.24058, -1.81124], [3.05177, -3.39486, -2.14496], [2.13405, -2.92122, -1.23211], [2.44080, -2.33070, -0.07804], [5.77853, -2.47773, -0.35603], [5.18105, -3.59665, -2.48183], [2.73132, -3.87091, -3.06115], [1.06981, -3.02265, -1.43079], [0.60849, -0.13487, -0.59990], [-0.00932, 1.05047, -1.23717], [0.86935, 1.20168, -2.80301], [1.87534, 0.28657, -3.06039], [2.58129, 0.38869, -4.25175], [2.28410, 1.39550, -5.15651], [1.28221, 2.31737, -4.87439], [0.57228, 2.22678, -3.68929], [-1.56996, 0.48524, -1.92020], [-2.55275, 1.41084, -2.23031], [-3.75511, 0.96736, -2.76198], [-3.96575, -0.39061, -2.95530], [-2.97846, -1.30844, -2.61839], [-1.76963, -0.87321, -2.09849], [2.09938, -0.48521, -2.33486], [3.36839, -0.32341, -4.46091], [2.83820, 1.47100, -6.08287], [1.05894, 3.11027, -5.57645], [-0.20315, 2.94644, -3.46062], [-2.38740, 2.46426, -2.04166], [-4.53224, 1.67923, -3.00806], [-4.90820, -0.73690, -3.35964], [-3.15338, -2.36730, -2.75459], [-0.99073, -1.56471, -1.80561], [-5.11569, 1.90969, 2.14202], [-3.89437, 1.62736, 0.87392], [-2.38781, 0.97248, 1.50955], [-3.70229, 2.58514, 0.40147], [-4.32204, 0.92602, 0.16456], [0.25056, -0.29902, 2.68455], [-0.03174, 0.01228, 3.83646], [-0.35962, 0.38347, 5.17545], [-1.58491, 0.99293, 5.47944], [-1.90110, 1.35158, 6.77865], [-1.00592, 1.11342, 7.81358], [0.21272, 0.51076, 7.52745], [0.53322, 0.15115, 6.23020], [-2.28321, 1.17827, 4.67315], [-2.85596, 1.82117, 6.98583], [-1.25438, 1.39350, 8.83002], [0.92168, 0.31971, 8.32472], [1.48237, -0.31642, 6.00427]], "atomic_forces_ev_per_a": [[0.412, -0.066, 0.155], [0.022, 0.079, 0.091], [0.082, 0.104, -0.034], [0.088, 0.005, 0.043], [-0.058, -0.025, -0.074], [0.022, -0.001, 0.022], [-0.063, -0.186, -0.026], [-0.258, 0.079, -0.108], [-0.003, -0.010, -0.005], [0.007, -0.011, -0.009], [-0.003, -0.004, -0.018], [-0.020, 0.001, -0.025], [-0.045, -0.104, -0.051], [0.032, 0.137, 0.055], [-0.026, -0.030, -0.007], [-0.020, 0.027, 0.005], [0.013, -0.009, -0.001], [-0.006, 0.014, -0.016], [0.010, 0.010, -0.026], [0.027, -0.028, 0.012], [0.029, 0.011, -0.086], [0.028, -0.052, -0.017], [-0.012, 0.003, -0.005], [-0.024, -0.016, -0.017], [0.001, 0.003, 0.011], [-0.046, 0.046, 0.035], [0.003, -0.004, 0.011], [0.015, -0.012, -0.006], [0.015, 0.005, -0.015], [-0.001, 0.004, -0.007], [-0.042, 0.027, 0.014], [0.016, 0.046, -0.005], [-0.012, 0.009, -0.005], [-0.004, -0.001, 0.003], [-0.006, -0.015, -0.006], [0.029, -0.009, 0.004], [0.008, -0.007, 0.015], [0.033, -0.032, -0.076], [-0.087, 0.027, 0.049], [0.012, -0.030, 0.022], [0.037, 0.017, 0.039], [-0.057, -0.097, -0.022], [-0.115, 0.069, 0.004], [-0.026, 0.019, 0.017], [0.006, -0.011, -0.033], [-0.021, 0.015, 0.037], [-0.006, 0.006, 0.029], [-0.001, 0.012, 0.061], [0.016, -0.013, -0.042], [-0.006, 0.000, -0.006], [-0.003, 0.002, 0.004], [-0.001, 0.002, 0.003], [0.002, 0.000, 0.007], [0.011, -0.005, 0.000]], "nbo_charge": [0.820, -0.406, 0.056, -0.287, -0.187, -0.354, 0.039, -0.577, 0.216, 0.196, 0.200, 0.171, -1.001, 1.308, -0.170, -0.224, -0.198, -0.213, -0.201, -0.251, -0.154, -0.256, -0.218, -0.214, -0.187, -0.230, 0.267, 0.222, 0.210, 0.209, 0.213, 0.218, 0.214, 0.213, 0.216, 0.249, -0.060, -0.409, 0.039, 0.206, 0.214, -0.444, -0.339, 0.017, -0.231, -0.220, -0.258, -0.219, -0.227, 0.215, 0.197, 0.195, 0.198, 0.221]}

{"formula": "C6H17N", "method": "ωB97M-V/def2-TZVPD", "e_lumo_ev": 0.98, "homo_ev": -6.838, "spin_multiplicity": 1, "de_lowest_kj_mol": 396.32, "gap_ev": 7.821, "symbols": ["C", "C", "C", "C", "C", "H", "H", "H", "H", "H", "H", "H", "H", "H", "H", "H", "H", "C", "N", "H", "H", "H", "H", "H"], "xyz": [[1.35793, -0.78050, -0.43590], [0.91154, 1.31015, -0.36928], [0.43639, -1.70382, -1.02250], [1.73455, -0.98762, 1.01049], [0.24805, 2.02459, 0.81135], [2.20225, -0.52972, -1.07046], [1.98735, 1.48493, -0.32175], [0.60739, 1.75685, -1.32728], [-0.80715, -0.97275, -1.04553], [0.84712, -1.11219, 1.63427], [2.33692, -1.89669, 1.10509], [0.57174, -1.91751, -2.08017], [0.20030, -2.59056, -0.43654], [2.30871, -0.15261, 1.40884], [0.41330, 1.47869, 1.74397], [0.63027, 3.04247, 0.95427], [-0.83585, 2.11407, 0.69054], [-2.49575, -0.27898, 0.27780], [-1.64238, 0.01967, -0.86882], [-2.14203, 0.22437, -1.72534], [-0.74198, 0.55410, -0.67084], [-3.18701, 0.54019, 0.47885], [-3.07446, -1.19172, 0.10532], [-1.86722, -0.43544, 1.15362]], "atomic_forces_ev_per_a": [[0.244, 2.144, 0.327], [0.950, -1.003, -0.036], [-2.263, 0.300, -0.430], [0.026, 0.027, -0.135], [-0.160, -0.345, -0.014], [0.102, 0.060, 0.121], [-0.017, -0.003, 0.056], [-0.128, -0.295, 0.008], [1.623, -1.480, -0.034], [-0.035, -0.036, -0.013], [-0.039, 0.017, 0.020], [0.253, -0.139, 0.032], [0.150, -0.033, 0.055], [0.052, 0.008, 0.020], [0.071, 0.041, 0.040], [0.001, -0.138, -0.071], [0.013, 0.022, 0.019], [0.023, 0.253, -0.133], [0.281, 0.360, 0.258], [0.294, 0.313, 0.193], [-1.516, -0.127, -0.377], [-0.019, -0.033, 0.165], [0.113, 0.077, -0.042], [-0.022, 0.009, -0.029]], "nbo_charge": [-0.043, -0.601, -0.840, -0.647, -0.641, 0.187, 0.203, 0.187, 0.360, 0.199, 0.215, 0.209, 0.209, 0.209, 0.201, 0.210, 0.189, -0.413, -0.856, 0.392, 0.466, 0.194, 0.198, 0.210]}